(1)
Molecular formula: C3H5HgO3
Method: DFT, wB97M-V/def2-TZVPD

CARTESIAN COORDINATES (ANGSTROEM)
1 H 0.6951 -0.8362 -1.6001
2 C 0.8500 -0.3602 -0.6210
3 C 0.3514 -1.2056 0.5416
4 O -1.0598 -0.8302 0.4854
5 C -1.0198 0.3814 -0.1158
6 O -1.5891 0.8682 -1.1272
7 Hg 0.5111 2.3521 -0.9246
8 O -0.5715 1.4300 0.7134
9 H 1.9491 -0.3408 -0.5467
10 H 0.7710 -0.8953 1.5088
11 H 0.3737 -2.2905 0.3695
12 H -1.2613 1.7271 1.3167

HOMO-LUMO gap (alpha / beta)   8.5 / 6.2 eV
Spin multiplicity   2
<S²>   0.7616
Total energy   -13504.7734 eV



(2)
Molecular formula: C3H5I
Method: DFT, wB97M-V/def2-TZVPD

CARTESIAN COORDINATES (ANGSTROEM)
1 C 0.8551 -1.2380 0.3626
2 C 0.4805 0.0034 0.7172
3 C -0.4891 0.9071 0.1195
4 I 1.1058 0.7285 2.7534
5 H 1.6415 -1.9015 0.9150
6 H 0.4317 -1.4948 -0.5878
7 H -0.5798 1.7569 0.6510
8 H -0.0827 1.2085 -0.9079
9 H -1.4408 0.5297 0.1164

HOMO-LUMO gap   9.5 eV
Spin multiplicity   1
Total energy   -11291.1961 eV
SMILES   C=C(C)I



(3)
Molecular formula: C3H5IN2Si
Method: DFT, wB97M-V/def2-TZVPD

CARTESIAN COORDINATES (ANGSTROEM)
1 I -2.6567 -0.4624 2.2863
2 Si -1.9398 -0.9128 -0.0196
3 C -0.3753 0.1933 -0.1867
4 N 0.3192 -0.1416 -1.2739
5 C 1.6144 0.1459 -1.0943
6 C 1.6610 0.8276 0.0852
7 N 0.4634 0.7637 0.6940
8 H -1.4932 -2.3013 0.1873
9 H -2.7175 -0.4058 -1.0465
10 H 2.4231 -0.0190 -1.7417
11 H 2.5277 0.9398 0.6933
12 H 0.1736 1.3726 1.4166

HOMO-LUMO gap   9.5 eV
Spin multiplicity   1
Total energy   -22150.4251 eV
SMILES   I[SiH2]c1ncc[nH]1



(4)
Molecular formula: C3H5IN3
Method: DFT, wB97M-V/def2-TZVPD

CARTESIAN COORDINATES (ANGSTROEM)
1 C 0.7622 0.9517 0.3695
2 C -1.4234 1.2089 -0.3009
3 C 0.5076 -0.5024 -0.1727
4 N -0.2475 1.6993 0.1501
5 N -1.8493 0.0335 0.0710
6 N -0.8464 -0.8715 0.2414
7 I -4.4732 -0.2902 -0.4858
8 H 1.7776 1.1058 0.7072
9 H -2.1810 1.7570 -0.7736
10 H 0.4378 -0.5786 -1.3248
11 H 1.2250 -1.3161 0.3137
12 H -1.0138 -1.8477 0.3981

HOMO-LUMO gap (alpha / beta)   5.5 / 7.1 eV
Spin multiplicity   1
Total energy   -15751.4636 eV
Total charge   +1



(5)
Molecular formula: C3H5IN3P
Method: DFT, wB97M-V/def2-TZVPD

CARTESIAN COORDINATES (ANGSTROEM)
1 C 1.0145 -0.2866 0.0043
2 C -0.4765 -0.0440 -1.6039
3 C 1.5601 -0.3441 1.2778
4 N 1.5622 -0.6249 -1.0987
5 N 0.7177 -0.4152 -2.0951
6 N -0.2921 0.1671 -0.2398
7 P -2.0184 0.7680 1.0296
8 I -2.2756 0.3991 -2.5720
9 H 2.2670 -1.1679 1.4339
10 H 2.1955 0.5972 1.4477
11 H 0.8178 -0.4032 2.0477
12 H -2.7173 -0.2625 0.2976
13 H -2.3550 1.6169 0.0708

HOMO-LUMO gap   7.5 eV
Spin multiplicity   1
Total energy   -25048.8698 eV



(6)
Molecular formula: C3H5IN3P
Method: DFT, wB97M-V/def2-TZVPD

CARTESIAN COORDINATES (ANGSTROEM)
1 C -1.1962 0.4923 -0.2685
2 C -4.3573 0.2923 0.6566
3 C -0.0046 1.1804 -0.7812
4 N -2.2624 1.2242 -0.0531
5 N -3.3900 0.8302 0.2406
6 N -1.2253 -0.7179 0.1786
7 P -0.0072 -1.8796 0.0306
8 I -6.1990 -0.2007 0.1728
9 H 0.6348 1.2705 0.0911
10 H 0.4886 0.5811 -1.6578
11 H -0.3424 2.1612 -0.9241
12 H -0.2179 -2.6794 1.0883
13 H 0.9820 -1.0643 0.4915

HOMO-LUMO gap (alpha / beta)   7.1 / 7.1 eV
Spin multiplicity   1
Total energy   -25047.2301 eV



(7)
Molecular formula: C3H5IO
Method: DFT, wB97M-V/def2-TZVPD

CARTESIAN COORDINATES (ANGSTROEM)
1 C 1.1966 -0.0553 -0.3344
2 C -0.1422 -0.3431 0.3320
3 I -0.1550 0.0869 2.5343
4 C -1.4538 0.4594 -0.2645
5 O -1.5496 1.3240 -1.1158
6 H 1.4395 1.0396 -0.4673
7 H 1.2665 -0.7592 -1.1383
8 H 2.0378 -0.2174 0.3034
9 H -0.3044 -1.4104 0.0657
10 H -2.3355 -0.1247 0.0850

HOMO-LUMO gap   9.6 eV
Spin multiplicity   1
Total energy   -13338.8578 eV
SMILES   C[C@@H](I)C=O



(8)
Molecular formula: C3H5IO
Method: DFT, wB97M-V/def2-TZVPD

CARTESIAN COORDINATES (ANGSTROEM)
1 C 0.7655 -0.6254 0.3355
2 C 1.7754 0.1998 -0.4213
3 C -0.5996 -0.0155 0.0676
4 O 0.9623 -1.8118 -0.1636
5 I 3.7786 0.0432 -0.0148
6 H 0.7831 -0.5553 1.4733
7 H 1.4526 0.2221 -1.4749
8 H -0.5543 1.1190 0.3299
9 H -1.2096 -0.3982 0.9032
10 H -0.8858 0.0226 -0.9588

HOMO-LUMO gap (alpha / beta)   7.3 / 7.4 eV
Spin multiplicity   1
Total energy   -13335.7635 eV